Below is a 2-piece molecular cluster, C17H36BrClN2O4P overall at a distorted geometry, with properties calculated with ωB97M-V/def2-TZVPD.

Structure (XYZ):
```
62
Properties=species:S:1:pos:R:3:forces:R:3
C 0.481591 3.654461 0.199380 0.17 -0.45 -0.04
C 1.385214 2.457845 0.620677 -0.43 0.96 0.19
C 2.110519 1.814429 -0.562417 0.04 0.57 0.27
Cl 3.897470 1.934755 -0.257728 -0.34 -0.41 -0.07
N 1.623766 0.444245 -0.999460 0.37 -1.20 0.09
C 1.131639 0.511561 -2.437065 -0.68 0.82 -0.28
N 0.115960 1.489005 -2.687847 0.26 -0.17 -0.12
C 0.677890 -0.268836 -0.064743 -0.39 0.01 0.49
C -0.724622 0.331422 0.116225 -0.17 0.20 0.11
C -1.891623 -0.566581 -0.316554 0.03 -0.05 -0.36
C -3.125464 -0.644643 0.611841 -0.11 -0.10 0.00
C -3.385182 0.444413 1.664975 0.43 0.11 0.15
C -3.251820 1.936480 1.332982 -0.78 0.35 -0.01
C -4.254021 2.533327 0.319888 0.92 0.01 -0.02
C -4.032049 2.007751 -1.087645 -0.62 -0.22 0.03
O -4.633446 2.858313 -2.041342 0.23 0.01 -0.06
C -4.147639 2.590568 -3.346515 -0.10 -0.29 0.40
P 3.160616 -0.688642 -1.185274 0.73 -0.35 0.05
O 3.177590 -1.191189 0.357164 0.24 0.41 -0.58
Br 2.353689 -2.526295 -2.182680 -0.18 0.22 0.17
H 0.638279 4.477515 0.890869 -0.16 0.05 0.00
H -0.573488 3.381099 0.210086 0.00 0.11 -0.01
H 0.724201 4.022960 -0.799475 0.06 0.07 0.03
H 0.785653 1.792883 1.233375 0.25 -0.27 -0.15
H 2.132374 2.868451 1.293311 0.19 -0.17 -0.07
H 2.005090 2.464077 -1.424849 -0.04 -0.15 -0.10
H 0.736971 -0.462771 -2.708784 0.19 -0.06 0.06
H 2.025702 0.731579 -3.033030 0.11 -0.13 0.10
H 0.037636 2.278954 -2.070819 -0.02 0.10 -0.16
H -0.767155 1.121242 -2.996397 -0.12 0.01 0.25
H 1.170881 -0.327494 0.903441 0.12 0.14 -0.14
H 0.626969 -1.302504 -0.413455 -0.08 0.16 -0.20
H -0.838981 0.595941 1.167302 0.02 -0.20 0.06
H -0.796123 1.282836 -0.405885 -0.02 -0.09 0.06
H -2.229920 -0.252589 -1.307961 0.08 0.06 -0.01
H -1.516436 -1.582717 -0.468499 -0.05 -0.02 0.08
H -3.063931 -1.593918 1.148446 -0.06 0.06 0.11
H -4.011179 -0.742785 -0.016520 0.04 0.00 -0.07
H -4.395320 0.293033 2.052358 -0.04 -0.07 -0.06
H -2.738797 0.248596 2.528260 0.04 0.03 -0.05
H -3.445206 2.463993 2.271957 0.12 -0.03 0.02
H -2.250228 2.250813 1.036451 0.09 -0.26 -0.04
H -4.051358 3.607062 0.279183 -0.23 0.03 0.06
H -5.273450 2.387338 0.672300 -0.11 -0.03 -0.18
H -4.475555 1.005715 -1.179388 0.12 -0.02 -0.13
H -2.957744 1.901934 -1.300736 0.12 0.18 0.08
H -4.868172 2.966344 -4.066447 0.06 0.12 -0.03
H -4.039307 1.507254 -3.485920 -0.07 0.02 -0.15
H -3.165777 3.055207 -3.496144 -0.03 0.07 -0.07
H 4.092803 -1.428342 0.592488 -0.04 -0.11 0.20
O 6.755920 -4.742003 1.802697 -0.06 0.12 -0.15
C 5.569615 -4.703855 1.883497 0.26 -0.18 0.31
O 4.815863 -3.812295 1.169413 -0.10 0.31 -0.19
C 3.432027 -3.920932 1.537925 -0.11 -0.23 0.15
C 3.282713 -5.317925 2.125907 0.07 -0.08 0.09
C 4.659011 -5.547285 2.751961 -0.38 0.02 -0.32
H 3.211894 -3.134683 2.265034 -0.06 -0.05 0.06
H 2.825925 -3.759966 0.651514 0.02 0.00 -0.06
H 2.453643 -5.400388 2.825484 0.02 0.06 0.02
H 3.119720 -6.038776 1.323689 -0.02 0.02 0.00
H 4.714516 -5.169016 3.773615 0.07 -0.04 0.03
H 4.970643 -6.586971 2.729883 0.14 0.03 0.12
```
Positions in Å, forces in eV/Å.

Calculated values
Net charge ... +1
HOMO ... -12.124 eV
LUMO ... -3.2 eV
Calculated total energy ... -4455.135471 Ha

Below is C17H36Cl2O2PbSi2 as an isolated structure at a distorted geometry, with properties calculated with ωB97M-V/def2-TZVPD.

Structure (XYZ):
```
60
Properties=species:S:1:pos:R:3:forces:R:3
C -1.387957 2.749535 -1.970307 2.68 -0.79 -1.89
C -2.475999 1.863384 -1.717909 -0.10 -2.06 -0.74
C -2.243517 0.654526 -2.436536 0.87 1.06 -0.14
C -3.666709 2.105794 -0.882853 -0.22 0.15 0.24
C -1.018642 0.800029 -3.151044 -1.91 -0.62 0.81
C -0.483755 2.087671 -2.861547 -1.57 2.02 1.99
C 0.786999 2.645223 -3.364778 0.25 0.18 -0.29
C -1.190417 4.098777 -1.401975 -0.07 0.54 0.04
C -3.116902 -0.536021 -2.435434 -0.41 -0.43 0.09
C -0.461807 -0.213002 -4.068404 0.20 -0.08 -0.35
Pb 0.125862 0.617782 0.362285 -0.72 -0.03 -0.79
Cl -2.435460 -1.023131 1.232816 -1.38 0.79 0.71
Cl -1.372487 2.404061 1.608073 -0.12 0.64 0.49
O 0.797307 -0.503656 -1.488527 1.63 -0.61 -0.27
H -3.536513 2.992994 -0.262044 -0.12 -0.03 -0.05
H -3.839036 1.258723 -0.208452 0.06 0.04 -0.06
H -4.552904 2.220968 -1.526653 0.03 0.02 0.13
H -3.460842 -0.754673 -1.415194 -0.01 -0.02 -0.19
H -2.568033 -1.421375 -2.779263 -0.16 0.12 0.04
H -3.996798 -0.395809 -3.089779 0.09 -0.17 0.14
H -0.611322 -1.230126 -3.690120 0.01 0.24 -0.03
H 0.613047 -0.058788 -4.189940 -0.11 -0.11 -0.09
H -0.958275 -0.123220 -5.052112 0.18 -0.10 0.12
H 1.502652 1.846690 -3.592554 -0.03 0.14 0.06
H 1.238904 3.318288 -2.626406 -0.02 -0.14 -0.15
H 0.599542 3.211341 -4.292688 0.27 0.00 0.08
H -1.619290 4.184854 -0.395259 0.15 -0.03 -0.25
H -1.654758 4.854646 -2.058530 0.06 0.05 0.18
H -0.120563 4.329015 -1.335764 -0.18 -0.01 0.09
H 1.699272 -0.927915 -1.465702 -1.30 0.68 0.22
O 1.753116 1.983817 -0.087235 0.74 -0.05 -0.25
H 2.175734 1.576954 -0.871146 -0.48 0.21 0.51
C 3.506154 -0.264212 1.866012 0.25 -0.03 0.10
Si 1.973099 -0.278461 2.966411 -0.42 0.20 -0.96
C 2.282173 -1.274870 4.527789 0.27 -0.12 0.37
C 1.721769 1.526949 3.467000 0.07 0.00 0.22
C 0.452999 -0.858808 2.057867 0.61 -0.27 1.02
Si 0.140694 -2.572398 1.342457 0.05 0.02 -0.54
C -0.453013 -3.758450 2.688607 -0.18 -0.23 0.21
C -0.836904 -2.836354 -0.260252 -0.59 -0.12 -0.40
C 1.827534 -3.274608 0.784025 0.28 -0.21 0.07
H 4.367090 0.015290 2.493147 0.02 -0.12 -0.19
H 3.399775 0.507978 1.085418 -0.11 -0.24 0.26
H 3.696768 -1.236029 1.390034 0.05 0.25 0.14
H 3.055763 -0.779764 5.135936 -0.14 -0.15 -0.04
H 1.363050 -1.341944 5.126725 0.18 0.00 -0.13
H 2.625012 -2.294306 4.303876 -0.11 0.15 0.03
H 1.912587 2.214528 2.629229 -0.10 -0.27 0.11
H 0.694736 1.708513 3.813030 0.23 0.00 -0.04
H 2.428043 1.773091 4.275063 -0.14 0.06 -0.06
H -0.366742 -0.613023 2.771701 0.19 -0.02 -0.75
H -1.456974 -3.473961 3.033893 0.22 -0.03 -0.11
H -0.495664 -4.798972 2.315483 0.01 0.36 0.04
H 0.225610 -3.746169 3.552478 -0.07 0.03 -0.09
H -0.377254 -2.218610 -1.052075 -0.11 -0.26 0.26
H -0.815179 -3.889284 -0.575093 0.34 -0.11 0.06
H -1.904197 -2.530044 -0.172710 1.09 -0.53 -0.17
H 2.165779 -2.814590 -0.154897 -0.14 0.00 0.16
H 2.636993 -3.157508 1.513672 -0.08 -0.06 0.02
H 1.709850 -4.351342 0.590156 0.02 0.13 0.00
```
Positions in Å, forces in eV/Å.

Calculated values
Net charge ... -2
HOMO (spin up / spin down) ... -1.392 / -0.259 eV
LUMO (spin up / spin down) ... 5.0 / 4.7 eV
Calculated total energy ... -2512.114176 Ha

Below is C17H36F6NO4PbS4Si4Te2 as an isolated structure at a distorted geometry, with properties calculated with ωB97M-V/def2-TZVPD.

Structure (XYZ):
```
75
Properties=species:S:1:pos:R:3:forces:R:3
Pb -2.242869 -2.166696 1.385896 0.25 0.03 -0.48
F -5.707618 2.583084 1.091275 0.02 -0.11 0.05
C -5.520327 1.273060 0.930276 -0.05 0.12 0.12
F -6.664469 0.740434 0.478876 0.06 0.00 -0.05
F -5.267225 0.719162 2.122415 0.00 0.07 -0.03
S -4.163195 0.928866 -0.270776 0.19 0.17 -0.22
O -4.033869 -0.507212 -0.165935 -0.07 -0.03 0.05
O -4.660662 1.500789 -1.481984 -0.08 -0.06 -0.05
N -2.926949 1.762723 0.218108 0.06 -0.53 0.03
S -1.757704 1.240855 1.187550 -0.87 1.53 1.93
O -2.027009 0.082376 2.102686 0.22 0.23 -0.58
O -0.434385 1.769772 0.944066 0.07 -0.44 -0.38
C -2.138822 2.509580 2.498839 0.13 0.04 0.16
F -1.943633 3.749610 2.034785 0.00 0.02 0.00
F -1.304634 2.325739 3.538745 -0.07 0.08 -0.05
F -3.387184 2.452906 2.974083 -0.07 -0.08 0.00
Te -0.618325 -4.075865 2.974449 -0.20 -0.04 0.15
C 1.363610 -3.483381 3.238007 0.03 -0.02 0.10
C 2.026379 -3.241312 4.409648 -0.07 0.05 -0.12
C 3.405055 -2.960545 4.212458 0.08 0.03 0.02
C 3.765846 -3.001201 2.899927 0.00 -0.07 0.09
S 2.429586 -3.382993 1.907946 0.07 -0.09 -0.18
H 1.540109 -3.256239 5.372284 -0.04 0.00 0.06
H 4.093886 -2.728822 5.012386 0.01 0.00 0.01
H 4.736104 -2.814758 2.474023 0.07 0.03 -0.03
C -5.876885 -2.638201 2.113813 -0.03 0.12 -0.02
S -4.914271 -4.138524 2.352874 0.00 -0.12 -0.01
C -4.656695 -4.034264 4.129863 0.04 0.02 0.11
H -5.354286 -1.764437 2.502552 0.02 -0.02 0.02
H -6.850980 -2.724207 2.594170 0.00 0.00 0.00
H -6.013488 -2.489586 1.044421 0.00 -0.03 -0.03
H -5.608334 -3.976234 4.656366 -0.04 -0.02 -0.01
H -4.042402 -3.173629 4.395441 0.01 0.02 -0.04
H -4.133520 -4.935679 4.442979 0.02 -0.01 -0.02
C 4.336054 1.880012 -1.047758 0.02 0.06 0.15
Si 2.935598 1.289813 0.071136 -0.17 -0.01 -0.14
C 3.586253 -0.138965 1.084308 0.00 0.07 0.03
C 2.519280 2.726852 1.203818 -0.02 0.00 0.01
Si 1.238533 0.591946 -1.405482 -0.02 -0.29 -0.02
Te -0.905736 -0.622911 -0.832369 0.23 -0.79 -0.57
Si 2.093766 -0.997776 -2.917703 -0.04 0.05 0.13
C 2.381349 -2.611448 -2.000643 0.00 -0.05 -0.04
C 3.714990 -0.517902 -3.759238 -0.01 -0.03 0.01
C 0.864617 -1.333831 -4.300189 -0.07 0.05 -0.03
Si 0.402953 2.392006 -2.646224 0.06 -0.06 0.01
C -1.100287 1.909019 -3.654927 -0.07 0.09 0.06
C -0.040723 3.859996 -1.572834 -0.05 0.01 -0.04
C 1.745130 2.916097 -3.868295 -0.09 0.08 0.00
H 5.214507 2.072810 -0.425774 0.05 0.05 0.00
H 4.077222 2.807809 -1.555843 -0.03 0.10 -0.01
H 4.614426 1.156387 -1.806228 0.04 -0.15 -0.09
H 4.368845 0.219394 1.758461 0.04 -0.03 0.02
H 4.007799 -0.918784 0.449500 0.03 -0.05 -0.05
H 2.802291 -0.595118 1.685223 -0.05 0.03 0.05
H 3.124496 2.650866 2.110705 0.05 0.07 0.00
H 1.474251 2.750307 1.497043 -0.06 -0.06 0.04
H 2.747009 3.673952 0.711983 0.05 0.04 0.00
H 3.103562 -2.500405 -1.192441 0.11 0.03 0.02
H 2.749138 -3.374847 -2.691742 0.03 -0.04 0.01
H 1.459727 -2.976030 -1.548028 -0.10 0.00 -0.01
H 4.571161 -0.680137 -3.105850 0.07 -0.04 0.06
H 3.731720 0.526163 -4.067503 -0.04 0.09 -0.06
H 3.850718 -1.135717 -4.650083 0.04 -0.03 -0.03
H -0.158003 -1.431427 -3.937809 -0.02 -0.05 0.11
H 1.137739 -2.267216 -4.798858 0.02 0.00 -0.08
H 0.869406 -0.532249 -5.040491 0.06 0.03 -0.07
H -1.979876 1.775767 -3.023325 -0.01 0.00 0.04
H -0.952601 0.986144 -4.213464 0.05 -0.04 -0.05
H -1.312618 2.716111 -4.362382 -0.04 -0.01 -0.05
H -0.862553 3.617732 -0.900319 -0.06 -0.04 0.00
H -0.355338 4.684219 -2.219609 0.01 0.06 0.04
H 0.793126 4.193321 -0.955564 0.09 0.04 0.00
H 1.898320 2.153748 -4.631907 -0.01 -0.08 -0.07
H 2.705494 3.101891 -3.392330 0.10 0.03 0.09
H 1.437422 3.837233 -4.369475 0.00 0.03 -0.06
```
Positions in Å, forces in eV/Å.

Calculated values
Net charge ... -1
Energy above the lowest of the compared OMol25 structures with the same formula, charge and spin ... 53.9 kcal per mole
HOMO ... -4.827 eV
LUMO ... 2.0 eV
Calculated total energy ... -5104.047674 Ha